Computed, not measured: a cluster of 2 separate species, C4H11OS2 in total, with ωB97M-V/def2-TZVPD.

Properties
Kohn-Sham gap (alpha / beta)   9.4 / 7.2 eV
E_HOMO (alpha / beta)   -9.143 / -9.426 eV
Energy above the lowest of the compared OMol25 structures with the same formula, charge and spin   0.4689 eV
Lowest unoccupied orbital energy (alpha / beta)   0.2 / -2.3 eV

Structure (ORCA input):
```
! wB97M-V def2-TZVPD RIJCOSX def2/J DEFGRID3
* xyz 0 2
C -0.895 -1.073 -2.130
O -2.180 -0.543 -2.302
C -0.677 -1.847 -0.836
H -0.170 -0.239 -2.187
H -0.708 -1.717 -3.031
H 0.366 -2.086 -0.750
H -1.212 -2.800 -0.795
H -1.026 -1.230 -0.009
C 1.459 0.716 2.141
C 1.200 1.897 1.307
S 0.412 1.572 -0.255
S -1.587 1.139 0.247
H 2.167 0.049 1.699
H 0.524 0.189 2.429
H 1.965 1.041 3.078
H 2.202 2.328 1.043
H 0.540 2.631 1.831
H -2.382 -0.027 -1.481
*
```

Computed, not measured: the molecule C4H8O2, with ωB97M-V/def2-TZVPD.

Properties
Kohn-Sham gap   10.3 eV
E_HOMO   -9.490 eV
Energy above the lowest of the compared OMol25 structures with the same formula, charge and spin   2.0032 eV
SMILES string   COCC(C)=O
Lowest unoccupied orbital energy   0.9 eV

Structure (ORCA input):
```
! wB97M-V def2-TZVPD RIJCOSX def2/J DEFGRID3
* xyz 0 1
C 0.578 1.388 -1.341
O -0.258 1.307 -0.198
C -1.038 0.146 -0.198
C -0.544 -1.059 0.519
C 0.604 -1.009 1.438
O -1.246 -2.037 0.407
H -0.005 1.358 -2.274
H 1.103 2.343 -1.273
H 1.322 0.577 -1.370
H -2.038 0.044 0.390
H -1.358 -0.158 -1.200
H 0.644 -1.690 2.285
H 0.795 -0.033 1.862
H 1.518 -1.238 0.898
*
```

Computed, not measured: a structure of composition C53H54N4O2P2Ti, with ωB97M-V/def2-TZVPD.

Properties
Kohn-Sham gap   5.8 eV
E_HOMO   -11.903 eV
Energy above the lowest of the compared OMol25 structures with the same formula, charge and spin   0.6209 eV
Lowest unoccupied orbital energy   -6.1 eV

Structure (ORCA input):
```
! wB97M-V def2-TZVPD RIJCOSX def2/J DEFGRID3
* xyz 2 1
Ti 1.113 0.285 1.420
C 2.976 -1.669 -0.312
N 3.047 -0.725 0.836
C 3.499 -1.488 2.056
C 2.753 -2.783 2.385
C 1.219 -2.706 2.392
N 0.769 -1.351 2.711
C 0.184 -1.145 3.842
C 0.075 0.146 4.467
C -0.739 0.350 5.590
C -0.632 1.509 6.320
C 0.342 2.451 5.969
C 1.174 2.254 4.885
C 1.019 1.119 4.096
O 1.794 0.908 3.014
C 4.142 0.256 0.492
C 4.129 1.619 1.177
C 3.126 2.603 0.571
N 1.738 2.310 0.969
C 1.049 3.283 1.441
C -0.283 3.223 2.024
C -0.817 4.385 2.580
C -2.058 4.380 3.182
C -2.796 3.202 3.209
C -2.294 2.042 2.639
C -1.037 2.049 2.066
O -0.502 0.901 1.545
H 2.333 -2.512 -0.093
H 3.973 -2.053 -0.542
H 2.578 -1.163 -1.187
H 3.447 -0.809 2.901
H 4.548 -1.754 1.918
H 3.111 -3.076 3.372
H 3.049 -3.579 1.700
H 0.806 -3.425 3.098
H 0.846 -2.966 1.413
H -0.129 -2.004 4.433
H -1.450 -0.420 5.871
H -1.264 1.675 7.182
H 0.454 3.349 6.566
H 1.943 2.974 4.630
H 4.099 0.423 -0.578
H 5.095 -0.236 0.687
H 5.121 2.048 1.037
H 3.971 1.531 2.249
H 3.191 2.564 -0.516
H 3.384 3.615 0.877
H 1.504 4.272 1.445
H -0.239 5.303 2.536
H -2.457 5.286 3.622
H -3.774 3.185 3.672
H -2.871 1.126 2.639
C -0.415 0.091 -2.839
N -1.611 -0.688 -2.674
C -1.944 -1.426 -1.478
P -0.591 -1.964 -0.314
C 0.126 -3.401 -1.205
C 0.287 -3.318 -2.590
C 0.924 -4.333 -3.295
C 1.417 -5.444 -2.628
C 1.250 -5.547 -1.253
C 0.616 -4.535 -0.547
C -1.784 -2.740 0.864
C -2.311 -1.943 1.884
C -3.289 -2.433 2.738
C -3.755 -3.732 2.587
C -3.254 -4.525 1.565
C -2.283 -4.033 0.702
C -2.386 -0.940 -3.830
C -1.844 -0.797 -5.110
C -2.617 -1.061 -6.233
C -3.931 -1.481 -6.109
C -4.475 -1.619 -4.839
C -3.718 -1.345 -3.710
P 0.303 1.144 -1.469
C 1.491 1.933 -2.649
C 1.109 2.886 -3.599
C 2.009 3.328 -4.558
C 3.299 2.815 -4.606
C 3.679 1.835 -3.704
C 2.775 1.399 -2.743
C -0.980 2.430 -1.257
C -0.653 3.784 -1.146
C -1.644 4.741 -0.991
C -2.979 4.360 -0.926
C -3.315 3.017 -1.017
C -2.323 2.059 -1.178
H -0.600 0.813 -3.628
H 0.460 -0.503 -3.154
H -2.433 -2.355 -1.761
H -2.644 -0.894 -0.820
H -0.122 -2.481 -3.141
H 1.025 -4.253 -4.370
H 1.910 -6.236 -3.178
H 1.606 -6.424 -0.727
H 0.469 -4.668 0.518
H -1.962 -0.927 1.991
H -3.696 -1.798 3.517
H -4.516 -4.119 3.252
H -3.628 -5.533 1.428
H -1.929 -4.658 -0.107
H -0.812 -0.497 -5.249
H -2.176 -0.944 -7.215
H -4.525 -1.698 -6.987
H -5.505 -1.931 -4.720
H -4.184 -1.424 -2.734
H 0.103 3.281 -3.606
H 1.693 4.071 -5.280
H 3.995 3.163 -5.360
H 4.671 1.403 -3.753
H 3.063 0.602 -2.075
H 0.380 4.101 -1.205
H -1.375 5.788 -0.926
H -3.753 5.109 -0.815
H -4.354 2.712 -0.973
H -2.606 1.019 -1.266
*
```

Computed, not measured: a cluster of 2 separate species, C3H11NO2 in total, with ωB97M-V/def2-TZVPD.

Properties
Kohn-Sham gap   9.3 eV
E_HOMO   -8.849 eV
Energy above the lowest of the compared OMol25 structures with the same formula, charge and spin   0.4245 eV
SMILES string   C[C@H](O)CN.O
Lowest unoccupied orbital energy   0.5 eV

Structure (ORCA input):
```
! wB97M-V def2-TZVPD RIJCOSX def2/J DEFGRID3
* xyz 0 1
C -0.262 -1.623 1.055
C 0.671 -0.512 0.550
O 0.233 0.766 1.059
C 0.768 -0.476 -0.969
N 1.825 0.415 -1.420
H 0.210 -2.204 1.840
H -1.239 -1.271 1.362
H -0.390 -2.326 0.224
H 1.653 -0.689 0.985
H -0.686 0.874 0.780
H 1.095 -1.506 -1.177
H -0.154 -0.273 -1.507
H 2.153 0.998 -0.669
H 1.643 1.057 -2.163
O -2.504 1.112 -0.180
H -3.443 1.190 -0.238
H -2.138 1.918 -0.560
*
```

Computed max |F|, in the same sequence as the records: 2.746 2.530 1.739 1.769 eV/A.